ORCA calculation (wB97M-V/def2-TZVPD) on a structure of composition C46H47BrN6O6PSSn in a non-equilibrium geometry.

The value obtained for the energy above the lowest of the compared OMol25 structures with the same formula, charge and spin is 136.3 kJ/mol. The value obtained for the molar mass is 1041.57 g mol⁻¹. The lowest unoccupied orbital energy is 2.1 eV. The calculation puts the HOMO energy at -4.0 eV. As for the charge: -1. The calculation puts the energy at -6089.1270 hartree.

Geometry as XYZ:
```
109
Properties=species:S:1:pos:R:3:forces:R:3:lowdin_charge:R:1
Sn 0.40232 -0.26991 0.00577 0.0 0.4 0.5 1.275
O -2.54245 -4.11314 4.43538 -0.1 0.0 0.0 0.062
C -1.89159 -3.30067 3.56153 0.3 0.2 -0.2 -0.286
C -0.59576 -3.57836 3.14591 0.0 0.1 0.0 0.062
C 0.01905 -2.71355 2.25552 0.2 -0.5 0.2 -0.158
N -0.60505 -1.64824 1.78471 0.2 0.5 -0.2 0.066
C -1.84482 -1.37865 2.15976 -0.4 0.1 0.4 -0.238
C -2.53025 -2.17162 3.06212 0.0 -0.1 0.1 0.056
C -2.49877 -0.16181 1.49925 -0.1 -0.3 0.3 -0.700
O -3.67685 0.07368 1.73538 -0.4 0.0 0.3 0.023
O -1.73849 0.48591 0.72732 0.7 0.1 -0.4 -0.229
C 1.44114 -2.96834 1.73689 0.1 0.1 0.0 -0.646
O 1.90405 -4.09743 1.89874 0.0 -0.7 0.4 0.008
O 1.98538 -2.00469 1.15131 -0.1 0.6 0.3 -0.155
H -1.96822 -4.86212 4.64043 -0.1 0.1 0.0 0.106
H -0.06211 -4.44595 3.50805 0.1 -0.1 -0.1 0.121
H -3.53745 -1.91673 3.34653 -0.1 0.1 0.0 0.126
C 1.68347 2.42611 -2.81708 -0.1 -0.2 0.1 -0.140
C 0.18897 2.71097 -2.93754 -0.3 -0.3 0.3 -0.530
C -0.00690 4.17251 -3.32314 -0.2 -0.2 0.1 -0.121
P -0.59499 2.04076 -1.34514 -0.3 0.9 -0.6 1.029
C -2.47832 2.09162 -1.50381 0.1 -0.2 0.0 -0.519
C -3.00816 2.23876 -2.92262 0.2 0.0 0.1 -0.118
C -3.18405 3.00255 -0.50592 0.1 -0.2 0.0 -0.107
C -0.11597 3.31362 -0.15288 0.1 -0.3 0.0 -0.307
C -0.50615 4.64360 -0.29351 0.1 0.3 0.4 -0.091
C -0.04938 5.64312 0.54610 -0.1 0.2 -0.2 -0.297
C -0.52048 7.06883 0.45419 0.1 -0.1 0.0 -0.070
C 0.88959 5.28676 1.51334 0.0 -0.2 -0.1 -0.058
C 1.26233 3.97994 1.69823 0.1 0.2 0.1 -0.030
C 0.72708 2.92466 0.91753 0.1 0.6 -0.2 -0.333
N 1.07490 1.64386 1.18343 -0.3 -1.0 -0.3 -0.092
C 1.47904 1.37995 2.50487 0.1 -0.1 0.3 -0.257
C 0.61423 1.64775 3.58316 0.0 -0.1 0.0 -0.200
C -0.74401 2.25093 3.39253 0.0 0.0 0.0 -0.021
C 1.02472 1.36001 4.87376 0.0 0.0 0.1 -0.024
C 2.26279 0.80371 5.14382 0.2 0.0 0.0 -0.288
C 2.68186 0.48451 6.54888 0.0 0.0 -0.1 -0.067
C 3.11157 0.55309 4.07663 -0.2 0.1 0.2 -0.019
C 2.74424 0.83699 2.77163 0.0 0.1 -0.1 -0.207
C 3.73899 0.58374 1.68113 0.0 0.0 0.0 -0.067
H 2.18244 2.57218 -3.77399 0.1 0.1 -0.1 0.076
H 1.85781 1.40439 -2.48632 0.1 -0.1 0.0 0.008
H 2.13099 3.08952 -2.08005 0.1 0.1 0.1 0.081
H -0.22146 2.06936 -3.72834 0.0 0.0 0.1 0.085
H 0.48616 4.82185 -2.60372 0.0 0.1 0.0 0.066
H -1.06062 4.43992 -3.36447 -0.1 0.1 -0.1 0.054
H 0.44006 4.35942 -4.30074 0.0 0.0 -0.1 0.074
H -2.70470 1.07109 -1.18502 0.0 0.0 0.0 0.063
H -2.85004 3.23874 -3.31653 0.0 0.2 -0.1 0.056
H -4.08104 2.03678 -2.92888 -0.1 0.0 -0.1 0.074
H -2.51028 1.53158 -3.58503 0.0 -0.1 -0.2 0.054
H -3.24833 4.02980 -0.86007 0.0 0.1 0.0 0.066
H -2.64724 2.98324 0.43842 -0.1 0.1 0.1 0.064
H -4.19236 2.63278 -0.31407 -0.1 0.0 -0.1 0.082
H -1.20415 4.90710 -1.07458 -0.1 0.0 -0.1 0.091
H -1.19459 7.21373 -0.38796 0.0 0.0 -0.1 0.067
H 0.32416 7.75146 0.34460 0.0 0.1 0.0 0.069
H -1.04923 7.35202 1.36731 -0.1 0.1 0.0 0.072
H 1.33821 6.06483 2.11842 0.0 0.0 0.2 0.107
H 1.98470 3.74086 2.46635 0.0 0.0 0.0 0.117
H -1.22271 1.87224 2.49820 -0.1 0.0 -0.2 0.059
H -0.68107 3.33391 3.28807 0.0 0.1 0.0 0.082
H -1.37138 2.02252 4.25119 -0.1 0.0 0.1 0.080
H 0.34766 1.57714 5.69232 0.0 0.0 0.1 0.108
H 2.00500 0.94060 7.26741 -0.1 0.0 0.1 0.065
H 3.68815 0.85173 6.74554 0.1 0.0 0.1 0.070
H 2.67748 -0.59396 6.70678 0.0 -0.1 0.1 0.075
H 4.09511 0.14054 4.26443 0.1 -0.1 0.0 0.116
H 4.73550 0.88933 2.00061 0.1 0.0 0.0 0.076
H 3.46871 1.11948 0.77548 0.0 0.1 -0.1 0.051
H 3.76075 -0.48001 1.45570 0.0 -0.1 -0.1 0.050
N -3.57441 -1.53736 -3.29349 0.2 0.0 -0.3 0.118
C -4.72862 -1.52260 -2.50213 -0.4 0.0 0.3 -0.246
C -5.95428 -1.21099 -3.06649 0.0 0.0 0.1 -0.036
C -7.10523 -1.21757 -2.28519 0.0 0.1 -0.1 -0.101
C -7.03864 -1.50892 -0.93900 -0.1 0.0 0.1 -0.095
C -5.81384 -1.82172 -0.36305 0.1 0.0 -0.2 -0.089
C -4.67678 -1.85220 -1.14419 0.5 0.0 0.0 -0.394
S -3.12477 -2.32951 -0.40811 -0.8 -0.3 0.0 1.054
N -2.00720 -1.96401 -1.56927 0.5 0.1 -0.6 -0.227
C -2.29291 -1.65805 -2.76990 -0.4 -0.1 0.6 -0.368
C -1.19459 -1.56913 -3.74576 0.4 -0.1 -0.9 -0.222
C -1.36142 -2.13843 -5.01391 -0.1 0.1 0.2 -0.021
C -0.30892 -2.10308 -5.90970 0.2 0.1 0.0 -0.070
C 0.87478 -1.50039 -5.51443 -0.2 -0.1 0.0 -0.050
C 0.93858 -0.96085 -4.23686 0.2 0.0 -0.3 -0.144
N -0.05656 -0.99428 -3.37253 -0.5 0.3 0.3 0.135
H -3.65654 -1.08730 -4.19441 0.1 0.0 0.2 0.134
H -6.01733 -0.97561 -4.12220 0.0 0.0 0.0 0.108
H -8.05014 -0.98275 -2.74741 -0.2 0.1 0.0 0.095
H -7.93154 -1.49356 -0.33142 -0.1 0.0 0.0 0.099
H -5.73166 -2.05369 0.68740 0.0 0.1 0.2 0.110
H -2.29119 -2.61975 -5.27759 -0.1 -0.1 0.0 0.107
H -0.41045 -2.53628 -6.89609 0.0 0.0 0.0 0.103
H 1.72749 -1.45691 -6.17316 0.1 0.1 0.0 0.101
H 1.83798 -0.46620 -3.90581 0.2 0.0 0.1 0.059
O 3.70835 -6.06691 -0.82665 0.1 -0.3 0.2 0.069
C 2.95652 -4.96094 -1.00918 -0.5 0.6 -0.3 -0.315
C 1.56163 -4.98095 -1.03280 0.2 -0.2 0.0 -0.003
C 0.89336 -3.79651 -1.26355 0.0 -0.3 -0.1 -0.141
N 1.50418 -2.64516 -1.47381 0.4 0.1 -0.3 -0.032
C 2.81351 -2.64063 -1.41067 -0.3 -0.7 -0.4 -0.761
Br 3.62054 -0.97300 -1.68233 0.5 0.6 -0.1 0.815
C 3.60919 -3.75056 -1.22500 0.0 -0.4 0.2 -0.035
H 3.14820 -6.79222 -0.52449 0.0 0.1 0.0 0.111
H 1.01047 -5.89371 -0.84852 0.0 0.0 0.0 0.114
H -0.18534 -3.73952 -1.28105 -0.2 -0.2 0.0 0.095
H 4.68596 -3.70135 -1.20686 0.1 0.1 0.0 0.112
```
Positions in Å, forces in eV/Å.


ORCA calculation (wB97M-V/def2-TZVPD) on a structure of composition C46H47F2GdN6O3S4Si in a non-equilibrium geometry.

The value obtained for the energy above the lowest of the compared OMol25 structures with the same formula, charge and spin is 0.0 kJ/mol. The value obtained for the molar mass is 1083.52 g mol⁻¹. The expectation value of S² is 15.83. The lowest unoccupied orbital energy (spin up / spin down) is -0.5 / -2.6 eV. The calculation puts the HOMO energy (spin up / spin down) at -5.7 / -7.3 eV. As for the charge: 0. Its spin multiplicity is 8. The calculation puts the energy at -5183.1094 hartree.

Geometry as XYZ:
```
110
Properties=species:S:1:pos:R:3:forces:R:3:lowdin_charge:R:1
Gd -0.15945 -0.57550 0.62078 0.8 1.2 -1.2 1.216
C -5.28489 -5.86281 -0.34753 0.1 0.1 0.1 -0.025
C -4.71408 -5.87484 1.07166 -0.2 -0.2 -0.2 -0.307
C -4.31999 -7.26948 1.54167 0.1 0.0 0.0 -0.135
C -3.10896 -7.77778 0.76788 0.0 0.1 0.0 -0.128
C -1.97209 -6.80095 0.90728 -0.1 -0.1 0.0 -0.131
C -0.66056 -7.20884 0.81306 -0.1 0.0 0.0 0.055
C 0.36932 -6.28191 0.94024 -0.1 0.1 0.1 -0.249
F 1.64031 -6.71619 0.82432 0.1 0.0 0.0 0.061
C 0.12609 -4.96307 1.18810 0.1 0.0 0.0 0.082
C -1.19762 -4.52688 1.29784 -0.1 0.0 0.1 -0.031
C -1.45752 -3.11404 1.55640 -0.6 -0.4 0.2 -0.298
O -0.56120 -2.35986 2.00616 -0.3 -0.3 0.2 -0.111
C -2.80414 -2.69975 1.29206 0.3 0.5 -0.2 -0.013
C -3.77471 -3.64129 1.16611 0.0 -0.2 0.1 0.040
N -3.55467 -4.97172 1.16638 -0.1 0.2 0.0 0.018
C -2.25367 -5.43790 1.13045 0.3 0.0 0.0 -0.067
C -3.21145 -1.23705 1.09331 -0.4 -0.6 0.4 -0.586
O -4.34964 -0.91672 1.39241 0.1 0.1 -0.1 0.062
O -2.30796 -0.50265 0.55860 -0.6 0.1 0.0 -0.188
H -6.11587 -6.56428 -0.42536 0.0 0.0 0.0 0.088
H -4.52114 -6.13325 -1.07677 0.0 0.0 0.0 0.086
H -5.65141 -4.86815 -0.59965 0.0 0.0 0.0 0.081
H -5.46966 -5.48362 1.75560 0.0 0.0 0.0 0.150
H -5.16957 -7.94027 1.41616 0.0 0.0 0.0 0.121
H -4.07604 -7.23342 2.60611 0.0 0.0 0.0 0.129
H -3.36294 -7.89654 -0.28892 0.0 -0.1 0.0 0.120
H -2.80234 -8.75619 1.13766 0.0 0.0 0.0 0.121
H -0.42330 -8.24887 0.62728 0.0 0.0 0.0 0.132
H 0.92310 -4.23847 1.26093 0.0 0.0 0.0 0.108
H -4.80338 -3.31393 1.07448 0.0 0.0 0.0 0.151
S 2.38180 0.46417 -0.66707 0.0 0.0 1.1 0.726
C 1.88634 1.49486 -1.92834 -1.1 0.5 -1.4 -0.711
N 2.44196 2.73245 -2.13031 0.4 -0.1 0.2 -0.106
C 2.08256 3.45630 -3.32801 -0.1 0.0 -0.1 -0.109
C 2.00725 2.46599 -4.47560 0.0 0.0 0.1 -0.110
N 1.00076 1.47374 -4.15867 -0.2 0.0 -0.2 -0.131
C 0.08242 1.09106 -5.22354 0.0 0.2 0.1 -0.136
C -0.79197 2.24912 -5.64827 0.1 0.0 0.0 -0.216
C -1.62523 2.86065 -4.71333 0.0 0.0 0.0 -0.032
C -2.39069 3.95829 -5.07285 0.0 0.0 0.0 -0.077
C -2.33691 4.45521 -6.36926 0.0 0.0 0.0 -0.096
C -1.51624 3.84623 -7.30516 0.0 0.0 0.0 -0.090
C -0.74611 2.74788 -6.94421 0.0 0.0 0.0 -0.055
C 0.86862 1.04938 -2.86948 0.8 0.5 0.5 -0.718
S -0.44715 0.14781 -2.34701 -0.2 -0.3 0.1 0.697
C 3.38861 3.36296 -1.21361 0.0 -0.1 -0.2 -0.129
C 4.77728 3.43314 -1.80931 0.0 0.1 0.0 -0.209
C 5.56445 2.28633 -1.88658 0.0 0.0 0.0 -0.032
C 6.82302 2.33905 -2.46398 0.0 -0.1 0.0 -0.079
C 7.31064 3.53583 -2.97279 0.0 0.0 0.0 -0.093
C 6.53160 4.67977 -2.90322 0.0 0.0 0.0 -0.086
C 5.27160 4.62696 -2.32209 0.0 0.0 0.1 -0.057
H 2.83737 4.21794 -3.52046 0.0 0.0 0.0 0.121
H 1.10703 3.94232 -3.20271 0.0 0.0 0.0 0.142
H 2.98969 2.00097 -4.62096 0.0 0.0 0.0 0.137
H 1.71880 2.97341 -5.39612 0.0 0.0 0.0 0.126
H -0.52379 0.27288 -4.84077 0.0 0.0 -0.1 0.076
H 0.66950 0.73207 -6.07353 0.0 0.0 0.0 0.127
H -1.67070 2.46345 -3.70521 0.0 0.0 0.0 0.095
H -3.03335 4.42745 -4.33835 0.0 0.0 0.0 0.104
H -2.93341 5.31481 -6.64715 0.0 0.0 0.0 0.099
H -1.46966 4.22953 -8.31688 0.0 0.0 0.0 0.100
H -0.10697 2.27051 -7.67915 0.0 0.0 0.0 0.109
H 3.38397 2.78199 -0.29592 0.0 0.1 0.1 0.081
H 3.02612 4.37029 -0.99130 0.0 0.0 0.1 0.132
H 5.17857 1.35597 -1.48783 0.0 0.0 0.0 0.092
H 7.43007 1.44376 -2.51321 0.0 0.0 0.0 0.103
H 8.29698 3.57801 -3.41672 0.0 0.0 0.0 0.101
H 6.90413 5.61729 -3.29643 0.0 0.0 0.0 0.102
H 4.67440 5.53020 -2.25460 0.0 0.0 0.0 0.111
C -2.02708 4.94664 0.63838 0.1 -0.2 0.2 -0.209
Si -1.96815 4.63265 2.49273 -0.1 0.5 0.1 0.536
C -0.74023 5.78550 3.35312 -0.2 -0.1 -0.2 -0.174
C -3.71091 5.00013 3.12956 0.2 -0.1 0.0 -0.183
C -1.54548 2.87201 3.04942 -0.1 0.0 -0.3 -0.237
C -1.99775 2.46111 4.29568 0.0 0.0 0.0 -0.074
C -1.76902 1.17032 4.76042 0.0 0.1 0.0 -0.047
C -1.10633 0.29692 3.92708 0.0 -0.1 0.0 -0.130
N -0.64649 0.64972 2.72717 -0.2 0.5 0.5 -0.101
C -0.83395 1.91643 2.29268 0.2 -0.2 0.6 -0.724
S -0.06864 2.25636 0.77344 0.4 0.2 -0.6 0.660
H -2.49910 5.91189 0.43934 0.0 0.0 0.1 0.030
H -2.61675 4.17045 0.14544 0.0 0.0 0.0 0.034
H -1.03655 4.93971 0.18726 0.0 0.0 0.0 -0.003
H -1.00874 6.83332 3.20111 0.0 0.0 0.0 0.027
H 0.27156 5.63600 2.97043 0.0 0.0 0.0 0.028
H -0.72316 5.59657 4.42876 0.0 0.0 0.0 0.027
H -4.03655 5.98168 2.77874 0.0 0.0 0.0 0.029
H -3.77577 5.00379 4.21980 0.0 0.0 0.0 0.021
H -4.41998 4.25948 2.75337 0.0 0.0 0.0 0.039
H -2.53617 3.16251 4.92454 0.0 0.0 0.0 0.100
H -2.11899 0.84927 5.73109 0.0 0.0 0.0 0.105
H -0.91591 -0.73005 4.22217 0.0 0.0 0.0 0.118
N 4.31191 -4.48904 4.75307 0.0 0.1 -0.2 0.088
C 3.44737 -3.52692 5.10788 0.0 -0.2 0.5 -0.827
S 2.88292 -3.41005 6.65235 0.0 0.0 -0.1 0.673
C 3.00246 -2.60551 4.03242 -0.1 0.2 -0.3 -0.223
C 2.56570 -1.31897 4.33737 0.1 -0.1 0.0 -0.016
C 2.10895 -0.50462 3.31940 0.1 0.0 0.0 -0.111
N 2.04647 -0.88955 2.04199 0.1 -0.3 0.3 -0.040
C 2.51570 -2.09993 1.74294 0.2 0.0 -0.1 -0.157
C 2.99979 -2.98343 2.69258 0.1 0.0 0.2 -0.003
H 4.60788 -5.14287 5.45659 0.0 0.0 0.0 0.097
H 4.71967 -4.53156 3.83523 0.0 0.0 0.0 0.100
H 2.57641 -0.97097 5.35938 0.0 0.0 0.0 0.093
H 1.77802 0.50419 3.52697 -0.1 0.0 0.0 0.115
H 2.50886 -2.36244 0.69032 -0.2 -0.1 0.0 0.103
H 3.32922 -3.96590 2.37947 0.0 0.0 0.0 0.112
F 0.41485 -2.16864 -0.49441 0.4 -1.1 -0.3 -0.534
```
Positions in Å, forces in eV/Å.